Entry 1:
Molecular formula: C46H48BMnNO4Si
Method: DFT, the ωB97M-V functional and the def2-TZVPD basis

```
102
Properties=species:S:1:pos:R:3
Mn 0.4931 -0.3456 -0.7388
O 0.5100 0.0575 -2.6843
C -0.1164 1.1194 -3.2805
C -1.0804 1.8495 -2.2894
C -0.3260 2.5373 -1.1939
C -0.1930 3.9203 -1.1441
C 0.5779 4.4812 -0.1423
C 1.1891 3.6639 0.7939
C 1.0142 2.2880 0.7040
C 1.6171 1.3379 1.6914
C 2.7503 0.4137 1.1222
O 2.2760 -0.4108 0.1393
C 3.2030 -0.4480 2.3221
C 4.3795 -0.2692 3.0366
C 4.6920 -1.0935 4.1145
C 3.8282 -2.1053 4.4954
C 2.6477 -2.2942 3.7837
C 2.3434 -1.4779 2.7091
C 3.9129 1.2653 0.5917
C 4.5268 0.8818 -0.5951
C 5.5957 1.6025 -1.1088
C 6.0664 2.7286 -0.4495
C 5.4605 3.1244 0.7350
C 4.3975 2.3950 1.2485
N 0.2655 1.7616 -0.2764
C -0.8874 0.5818 -4.4934
C -2.2693 0.5834 -4.6125
C -2.8929 0.0059 -5.7159
C -2.1384 -0.5794 -6.7164
C -0.7509 -0.5914 -6.6043
C -0.1383 -0.0196 -5.5055
C 0.8910 2.1869 -3.7417
C 0.5180 3.2119 -4.6078
C 1.3981 4.2379 -4.9155
C 2.6693 4.2543 -4.3533
C 3.0501 3.2315 -3.4977
C 2.1686 2.2002 -3.1994
H -1.7477 1.0991 -1.8528
H -1.6847 2.5953 -2.8109
H -0.6680 4.5256 -1.9041
H 0.7080 5.5557 -0.0932
H 1.8015 4.0702 1.5868
H 0.8313 0.6614 2.0424
H 1.9666 1.9005 2.5593
H 5.0774 0.5064 2.7486
H 5.6224 -0.9424 4.6493
H 4.0711 -2.7478 5.3332
H 1.9641 -3.0881 4.0607
H 1.4353 -1.6408 2.1418
H 4.1316 0.0126 -1.1037
H 6.0580 1.2860 -2.0365
H 6.8959 3.2948 -0.8555
H 5.8156 4.0028 1.2607
H 3.9498 2.7108 2.1830
H -2.8849 1.0194 -3.8364
H -3.9742 0.0112 -5.7834
H -2.6215 -1.0308 -7.5742
H -0.1488 -1.0557 -7.3760
H 0.9400 -0.0451 -5.4048
H -0.4720 3.2019 -5.0525
H 1.0929 5.0249 -5.5953
H 3.3579 5.0582 -4.5843
H 4.0343 3.2355 -3.0449
H 2.4504 1.3977 -2.5286
C -4.5744 -1.0329 5.9658
C -5.0944 -2.0064 4.8986
C -4.6790 -3.4343 5.2782
C -6.6212 -1.9402 4.9023
C -4.4956 -1.6407 3.5393
C -5.2812 -1.2882 2.4463
C -4.7292 -0.9465 1.2052
C -3.3618 -0.9709 1.0966
O -2.5709 -0.6807 0.0250
B -1.2182 -0.8596 0.4408
O -1.2547 -1.2728 1.8075
C -2.5640 -1.3255 2.1765
C -3.0978 -1.6601 3.3960
H -4.9880 -1.2870 6.9454
H -4.8603 -0.0071 5.7264
H -3.4875 -1.0649 6.0418
H -5.0989 -3.7047 6.2506
H -3.5952 -3.5327 5.3412
H -5.0356 -4.1517 4.5370
H -6.9923 -2.2054 5.8948
H -7.0591 -2.6379 4.1862
H -6.9842 -0.9382 4.6673
H -6.3575 -1.2748 2.5418
H -5.3545 -0.6749 0.3654
H -2.4433 -1.9304 4.2143
C 1.6056 -3.0591 -2.1933
Si 0.1376 -2.7156 -1.0520
C 0.3128 -3.9060 0.4074
C -1.4319 -3.1575 -2.0074
H 1.5914 -4.1062 -2.5179
H 2.5459 -2.8649 -1.6737
H 1.5633 -2.4160 -3.0734
H 0.2493 -4.9390 0.0471
H -0.4556 -3.7565 1.1655
H 1.2854 -3.7794 0.8882
H -1.4037 -4.2036 -2.3317
H -1.5199 -2.5226 -2.8919
H -2.3323 -3.0116 -1.4072
```

As for the maximum force: 0.356 eV Å⁻¹. The value obtained for the lowest unoccupied orbital energy (spin up / spin down) is 2.37 / 2.37 eV. For the molar mass, the calculation gives 772.73 g mol⁻¹. As for the expectation value of S²: 6.200. Its total charge is -1. As for the spin multiplicity: 5. The orbital gap (spin up / spin down) comes out at 6.70 / 6.26 eV. The energy is -3602.9870 Eh.

Here are the Mulliken charges for atoms 1 to 5, given in e:
1. Mn 1.439
2. O -0.860
3. C 3.335
4. C -1.835
5. C 0.040

Entry 2:
Molecular formula: C46H48ClLaN10O8Si2
Method: DFT, the ωB97M-V functional and the def2-TZVPD basis

```
116
Properties=species:S:1:pos:R:3
La 0.4070 0.0627 -0.2814
C -2.3659 2.9119 -3.2558
C -1.3795 2.1315 -2.6762
N -1.3362 1.9294 -1.3661
C -2.3074 2.4568 -0.6255
C -3.2534 3.2915 -1.2128
N -3.2852 3.5266 -2.5199
C -2.3676 2.0954 0.8284
C -3.5399 2.2848 1.5389
C -3.5701 2.0134 2.9002
C -2.3964 1.5681 3.4812
C -1.2675 1.3446 2.7025
N -1.2566 1.5908 1.3845
C -0.0083 0.8654 3.3529
C -0.0297 0.1862 4.5631
N 1.0846 -0.2045 5.1769
C 2.2262 0.0870 4.5659
C 2.2527 0.7362 3.3373
N 1.1391 1.1127 2.7263
C -4.8043 2.2158 3.7067
C -5.0184 1.5136 4.8849
C -6.1758 1.7471 5.6108
N -7.1170 2.6161 5.2443
C -6.9106 3.2800 4.1080
C -5.7855 3.1173 3.3155
H -2.4032 3.0543 -4.3287
H -0.6226 1.6415 -3.2786
H -3.9980 3.7990 -0.6135
H -4.4366 2.5973 1.0251
H -2.3396 1.4186 4.5488
H -0.9619 -0.0857 5.0409
H 3.1461 -0.2245 5.0462
H 3.1958 0.9351 2.8376
H -4.3203 0.7616 5.2291
H -6.3551 1.2045 6.5316
H -7.6818 3.9835 3.8155
H -5.6798 3.7162 2.4203
O 4.3803 -0.5446 1.0657
C 3.2680 -0.9826 0.8397
O 2.4933 -0.5336 -0.1149
C 2.6959 -2.0763 1.7123
C 3.5992 -2.9657 2.2586
C 3.1578 -3.9812 3.0877
C 1.8317 -4.0944 3.4370
C 0.9403 -3.1689 2.9437
C 1.3055 -2.1636 2.0240
O 0.4299 -1.3687 1.5025
N -0.4560 -3.3033 3.3978
O -1.1201 -2.2928 3.5212
O -0.8318 -4.4148 3.7166
N 4.1195 -4.9483 3.6354
O 5.2790 -4.8436 3.2917
O 3.6978 -5.7933 4.3994
H 4.6514 -2.8602 2.0345
H 1.4959 -4.8788 4.0981
C -1.9604 -3.0489 0.1745
Si -0.6526 -3.3742 -1.1216
C -1.5089 -4.5520 -2.3048
C 0.7981 -4.3319 -0.4171
C -0.0748 -1.8460 -2.0528
C -1.3391 -1.3135 -2.6026
C -1.7961 -1.5408 -3.9222
C -3.0592 -1.1388 -4.2888
C -3.8898 -0.5197 -3.3489
C -3.3743 -0.3056 -2.0906
N -2.1345 -0.6532 -1.7286
Si 1.2816 -2.1680 -3.2905
C 1.1099 -3.7171 -4.3449
C 2.9968 -2.3583 -2.5836
C 1.3399 -0.7176 -4.4986
H -2.1120 -3.9682 0.7519
H -2.9050 -2.8015 -0.3138
H -1.7220 -2.2566 0.8828
H -1.8286 -5.4491 -1.7633
H -0.8536 -4.8679 -3.1148
H -2.4005 -4.0991 -2.7481
H 0.4938 -4.8977 0.4694
H 1.6405 -3.6973 -0.1376
H 1.1564 -5.0515 -1.1601
H -1.1645 -2.0668 -4.6219
H -3.4200 -1.3313 -5.2924
H -4.9007 -0.2204 -3.5901
H -3.9754 0.1851 -1.3283
H 1.2117 -4.6138 -3.7272
H 1.9170 -3.7366 -5.0849
H 0.1613 -3.7931 -4.8814
H 3.0601 -3.2235 -1.9175
H 3.3429 -1.4860 -2.0285
H 3.6828 -2.5295 -3.4196
H 0.5580 -0.7770 -5.2586
H 2.3039 -0.7001 -5.0184
H 1.2297 0.2371 -3.9724
Cl 5.3886 3.5033 1.3066
C 3.6969 3.6563 0.9817
C 3.0497 4.8623 1.1686
C 1.6942 4.9133 0.8872
C 1.0610 3.7633 0.4515
N 1.6875 2.6026 0.2734
C 2.9962 2.5509 0.5238
H 3.5918 5.7297 1.5207
H 1.1344 5.8304 1.0096
H -0.0029 3.7693 0.2435
H 3.5143 1.6062 0.3782
C 2.8990 3.8739 -3.5244
C 3.9408 3.0612 -2.7449
C 3.2881 1.6963 -2.6750
O 1.8937 1.9775 -2.4789
C 1.5718 3.1562 -3.2244
H 3.1126 3.8442 -4.5926
H 2.8718 4.9186 -3.2175
H 4.0783 3.4653 -1.7431
H 4.9100 3.0307 -3.2411
H 3.6193 1.0669 -1.8500
H 3.4226 1.1439 -3.6113
H 0.8976 3.7588 -2.6131
H 1.0551 2.8821 -4.1491
```

As for the maximum force: 2.248 eV Å⁻¹. The value obtained for the lowest unoccupied orbital energy is -1.45 eV. For the molar mass, the calculation gives 1099.48 g mol⁻¹. The orbital gap comes out at 6.05 eV. The energy is -4002.0325 Eh.

Here are the Mulliken charges for atoms 1 to 5, given in e:
1. La 1.734
2. C -0.848
3. C -0.466
4. N 1.400
5. C -0.820

Entry 3:
Molecular formula: C46H48EuN5OP2S
Method: DFT, the ωB97M-V functional and the def2-TZVPD basis

```
104
Properties=species:S:1:pos:R:3
Eu 0.3455 -0.1200 -0.3323
N -1.9540 0.3054 -3.4399
C -1.3294 -0.2154 -4.7054
C -0.8825 -1.6657 -4.5252
C 0.4476 -1.8984 -3.7953
N 0.3029 -1.9669 -2.3006
C 1.5249 -0.8836 -4.1820
C 1.0594 0.5690 -4.2425
N 0.8557 1.1390 -2.8659
C -0.1839 0.6984 -5.1178
H -2.8660 -0.1465 -3.2003
H -2.1114 1.3098 -3.5106
H -1.3154 0.1274 -2.6754
H -2.1145 -0.1808 -5.4586
H -0.7610 -2.0712 -5.5312
H -1.6787 -2.2512 -4.0556
H 0.7934 -2.8762 -4.1290
H 1.1155 -2.5026 -2.0047
H -0.4870 -2.5763 -2.1032
H 1.9020 -1.1466 -5.1744
H 2.3766 -0.9785 -3.5006
H 1.8477 1.1443 -4.7301
H 0.4746 2.0749 -2.9865
H 1.7947 1.3297 -2.5217
H 0.1065 0.4288 -6.1349
H -0.5210 1.7413 -5.1686
O 1.0758 0.7988 2.2636
C 2.2869 0.3502 2.8190
C 2.4003 -0.0194 4.1444
C 3.6323 -0.4629 4.6084
C 4.7242 -0.5479 3.7573
C 4.5843 -0.2142 2.4185
C 3.3598 0.2397 1.9422
P 2.9910 0.5855 0.2034
C 3.0921 2.3882 0.0026
C 4.2627 3.1302 0.1503
C 4.2506 4.5028 -0.0505
C 3.0680 5.1529 -0.3772
C 1.8831 4.4355 -0.4735
C 1.9001 3.0627 -0.2828
C 4.2642 -0.2828 -0.7567
C 3.9893 -1.6372 -0.9801
C 4.8834 -2.4445 -1.6645
C 6.0628 -1.8955 -2.1538
C 6.3463 -0.5553 -1.9402
C 5.4564 0.2508 -1.2393
C 0.2722 1.6419 3.0395
C 0.8028 2.6034 3.8756
C -0.0644 3.4053 4.6046
C -1.4368 3.2430 4.4951
C -1.9548 2.2852 3.6332
C -1.1008 1.4798 2.8868
P -1.6006 0.1828 1.7067
C -3.4256 0.1909 1.7731
C -4.1009 1.3049 1.2754
C -5.4888 1.3645 1.3073
C -6.2158 0.3081 1.8395
C -5.5508 -0.8115 2.3240
C -4.1617 -0.8779 2.2831
C -1.0936 -1.3322 2.6037
C -0.3377 -2.3298 1.9825
C 0.0198 -3.4831 2.6661
C -0.3646 -3.6423 3.9881
C -1.0936 -2.6475 4.6279
C -1.4523 -1.4972 3.9415
H 1.5485 0.0414 4.8100
H 3.7320 -0.7486 5.6473
H 5.6801 -0.8892 4.1330
H 5.4212 -0.3247 1.7405
H 5.1831 2.6471 0.4540
H 5.1664 5.0688 0.0617
H 3.0652 6.2233 -0.5355
H 0.9532 4.9561 -0.6675
H 0.9543 2.5292 -0.3022
H 3.0893 -2.0689 -0.5590
H 4.6781 -3.4982 -1.8066
H 6.7617 -2.5191 -2.6966
H 7.2723 -0.1344 -2.3124
H 5.6976 1.2946 -1.0913
H 1.8740 2.7296 3.9678
H 0.3409 4.1576 5.2693
H -2.1049 3.8649 5.0763
H -3.0267 2.1631 3.5491
H -3.5393 2.1410 0.8690
H -6.0021 2.2475 0.9460
H -7.2965 0.3684 1.8976
H -6.1153 -1.6275 2.7647
H -3.6586 -1.7509 2.6780
H -0.0313 -2.2411 0.9447
H 0.6017 -4.2555 2.1767
H -0.0847 -4.5426 4.5211
H -1.3856 -2.7710 5.6636
H -2.0208 -0.7214 4.4420
S -2.6426 -1.7882 -0.9131
C -4.2043 -1.7034 -1.5395
N -5.2002 -2.4079 -0.9271
C -6.4757 -2.4266 -1.3550
C -6.8260 -1.6959 -2.4472
C -5.8028 -0.9657 -3.0514
N -4.5480 -0.9663 -2.6204
H -4.9419 -2.9240 -0.0986
H -7.1740 -3.0362 -0.7975
H -7.8374 -1.6864 -2.8215
H -6.0087 -0.3530 -3.9227
```

As for the maximum force: 1.227 eV Å⁻¹. The value obtained for the lowest unoccupied orbital energy (spin up / spin down) is -7.46 / -7.46 eV. For the molar mass, the calculation gives 932.90 g mol⁻¹. As for the expectation value of S²: 15.761. Its total charge is +3. As for the spin multiplicity: 8. The orbital gap (spin up / spin down) comes out at 7.49 / 7.49 eV. The energy is -3921.1940 Eh.

Here are the Mulliken charges for atoms 1 to 5, given in e:
1. Eu 0.989
2. N 0.414
3. C 0.363
4. C -1.322
5. C -0.001

Entry 4:
Molecular formula: C46H48InN3Sb
Method: DFT, the ωB97M-V functional and the def2-TZVPD basis

```
99
Properties=species:S:1:pos:R:3
In -0.2956 -0.4628 -0.9152
N 0.6673 4.0350 -2.3415
N -0.0448 -1.5365 -3.8004
C -3.1698 -1.2345 0.9622
C -3.5745 -0.1929 0.0784
C -3.1123 1.0419 0.6188
C -3.2638 2.3722 0.0068
H -4.1178 2.4060 -0.6782
H -2.3834 2.6498 -0.5835
H -3.3262 3.1631 0.7616
C -2.4008 0.7597 1.8196
C -1.7058 1.7633 2.6475
H -2.4001 2.5283 3.0236
H -0.9347 2.2925 2.0690
H -1.2173 1.3037 3.5127
C -2.4178 -0.6463 2.0169
C -1.6709 -1.3792 3.0615
H -0.5936 -1.3852 2.8308
H -2.0059 -2.4188 3.1288
H -1.7890 -0.9292 4.0566
C -4.3529 -0.3381 -1.1716
H -5.3949 -0.0191 -1.0118
H -4.3842 -1.3783 -1.5149
H -3.9480 0.2733 -1.9908
C -3.4682 -2.6803 0.8202
H -2.6318 -3.2952 1.1768
H -3.6570 -2.9475 -0.2250
H -4.3604 -2.9707 1.4022
C 1.8872 4.4134 -2.5685
H 2.0007 5.4768 -2.4029
C 2.8981 3.5379 -2.9284
H 3.8520 3.9930 -3.0705
C 2.6737 2.1684 -2.9569
H 3.5201 1.4776 -3.0847
C 1.3800 1.7127 -2.7259
H 1.0167 0.7757 -3.1588
C 0.5225 2.6993 -2.0478
C -0.4266 2.6397 -1.0763
H -0.9950 1.7448 -1.1001
C -0.4405 -2.2940 -2.8166
C -1.0796 -1.5482 -4.7239
H -1.2416 -0.7325 -5.4115
C -1.6412 -2.7884 -4.6442
H -2.1775 -3.3369 -5.4109
N -1.2889 -3.2670 -3.3439
C -1.7288 -4.3681 -2.6190
C -3.1029 -4.6645 -2.6931
C -3.5939 -5.6538 -1.8261
H -4.6408 -5.9017 -1.8773
C -2.7477 -6.2924 -0.9206
C -3.1493 -7.5255 -0.1555
H -2.7174 -7.4877 0.8591
H -2.7393 -8.4341 -0.6348
H -4.2405 -7.6429 -0.0761
C -1.4562 -5.8101 -0.7139
H -0.8618 -6.2350 0.0864
C -0.9321 -4.7957 -1.5187
C 0.3632 -4.1913 -1.1114
H 0.6300 -3.3052 -1.7444
H 1.1715 -4.9332 -1.1443
H 0.3215 -3.8343 -0.0714
C -4.0106 -3.8251 -3.5101
H -3.8325 -3.9158 -4.5817
H -3.9503 -2.7588 -3.2522
H -5.0430 -4.1190 -3.3272
C 3.8522 0.9316 5.8060
C 2.5313 0.5370 5.5559
C 2.0318 0.5300 4.2392
C 2.8424 0.9492 3.1773
C 4.1915 1.2229 3.4172
C 4.6880 1.2613 4.7324
Sb 1.9568 1.3356 1.1443
C 1.2421 3.4102 1.4728
C 0.2254 4.0508 0.7883
C -0.1282 5.3746 0.9243
C 0.6117 6.1388 1.8298
C 1.6051 5.5205 2.5925
C 1.9146 4.1639 2.4311
C 3.8716 1.8294 0.1127
C 4.3908 3.1093 -0.1077
C 5.6651 3.2691 -0.6809
C 6.3990 2.1536 -1.0956
C 5.8421 0.8782 -0.9554
C 4.5815 0.7215 -0.3581
H 4.2287 0.9744 6.8306
H 1.8876 0.2413 6.3885
H 1.0014 0.2116 4.0616
H 4.8730 1.4326 2.5904
H 5.7246 1.5551 4.9127
H -0.4023 3.3998 -0.0896
H -0.9515 5.7826 0.3342
H 0.3959 7.1961 1.9165
H 2.1614 6.0987 3.3239
H 2.6895 3.6986 3.0267
H 3.8102 4.0021 0.1361
H 6.0795 4.2725 -0.8136
H 7.3924 2.2777 -1.5352
H 6.3883 -0.0010 -1.3052
H 4.1612 -0.2820 -0.2610
```

As for the maximum force: 4.874 eV Å⁻¹. The value obtained for the lowest unoccupied orbital energy (spin up / spin down) is 1.31 / 0.89 eV. For the molar mass, the calculation gives 879.49 g mol⁻¹. Its total charge is -1. The orbital gap (spin up / spin down) comes out at 4.42 / 3.97 eV. The energy is -2375.9212 Eh.

Here are the Mulliken charges for atoms 1 to 5, given in e:
1. In 1.207
2. N -0.367
3. N -0.432
4. C 0.824
5. C 0.325